Molecular formula: C28H33N8PPdSi
Method: DFT, ωB97M-V/def2-TZVPD

Positions of all 72 atoms, in Å:
Pd (-0.22098, -1.37151, 1.59072)
C (2.64420, -0.92700, 2.27287)
C (2.75751, -1.17368, 0.78861)
C (3.91066, -0.79150, 0.12039)
C (3.94179, -0.95256, -1.27529)
C (2.88077, -1.52327, -1.91577)
C (1.72915, -1.99986, -1.18008)
N (1.69586, -1.75056, 0.18202)
N (0.80258, -2.66538, -1.84534)
Si (-0.60847, -3.50868, -1.52599)
C (-1.91292, -2.87111, -0.34020)
C (-0.16887, -5.31099, -1.08170)
C (-1.52729, -3.72836, -3.17405)
H (2.90325, -1.82704, 2.83594)
H (1.59908, -0.68188, 2.51322)
H (3.30284, -0.10818, 2.58005)
H (4.73266, -0.33850, 0.66149)
H (4.80443, -0.61575, -1.84400)
H (2.86617, -1.65850, -2.98991)
H (-1.47053, -2.08285, 0.33241)
H (-2.35671, -3.64230, 0.29660)
H (-2.72619, -2.38307, -0.89498)
H (0.69376, -5.34760, -0.40344)
H (0.13038, -5.82686, -2.00461)
H (-1.00046, -5.87534, -0.63305)
H (-2.09888, -2.83346, -3.44987)
H (-2.23580, -4.56778, -3.10585)
H (-0.80968, -3.94233, -3.97969)
N (-0.37135, -5.07799, 2.17023)
N (-0.86834, -3.96658, 2.86446)
N (-2.15589, -3.77220, 3.10963)
C (-2.13873, -2.55734, 3.61085)
N (-0.89484, -1.98554, 3.65525)
N (-0.05675, -2.92457, 3.12827)
H (-1.11733, -5.33415, 1.53330)
H (0.35788, -4.68617, 1.57774)
H (-3.03346, -2.04368, 3.92147)
N (-1.18247, 0.63391, 1.21177)
P (-0.74089, 1.84606, 0.41655)
C (-2.09209, 3.12093, 0.21399)
C (-2.09625, 4.19666, -0.67184)
C (-3.18482, 5.06350, -0.73867)
C (-4.28644, 4.86470, 0.08537)
C (-4.29647, 3.79045, 0.97008)
C (-3.20859, 2.92361, 1.02818)
C (-0.13022, 1.64075, -1.32240)
C (-0.44608, 0.43131, -1.93709)
C (-0.01400, 0.15958, -3.23211)
C (0.73468, 1.10097, -3.92705)
C (1.06802, 2.30655, -3.31877)
C (0.64586, 2.56821, -2.01963)
C (0.63415, 2.89875, 1.07754)
C (1.92939, 2.37834, 1.01018)
C (2.99066, 3.02898, 1.62487)
C (2.77212, 4.21149, 2.32668)
C (1.48757, 4.73334, 2.41174)
C (0.42582, 4.07608, 1.79257)
H (-1.24475, 4.36129, -1.32318)
H (-3.17480, 5.89366, -1.43604)
H (-5.13617, 5.53677, 0.02940)
H (-5.15620, 3.62822, 1.61042)
H (-3.18488, 2.05386, 1.68238)
H (-0.99193, -0.30517, -1.35441)
H (-0.23117, -0.79739, -3.68500)
H (1.08674, 0.88312, -4.93005)
H (1.67811, 3.03082, -3.84807)
H (0.94569, 3.49232, -1.53430)
H (2.10201, 1.44756, 0.47896)
H (3.98621, 2.60328, 1.56348)
H (3.59829, 4.71850, 2.81206)
H (1.30984, 5.64904, 2.96582)
H (-0.57645, 4.48406, 1.86484)

Cartesian forces, eV/Å:
0.10 0.35 0.51
0.05 -0.01 -0.12
-0.13 -0.13 -0.24
-0.10 0.03 -0.08
-0.09 -0.04 0.04
-0.07 0.00 0.15
0.17 -0.25 0.08
0.10 0.22 -0.14
0.10 0.39 0.26
0.04 -0.28 -0.16
-0.02 0.36 0.07
0.13 -0.17 0.06
0.00 -0.05 -0.22
-0.03 -0.02 0.00
0.21 0.10 0.11
-0.02 -0.09 0.00
-0.02 0.01 0.00
0.00 0.00 -0.01
-0.02 0.00 0.01
-0.48 -0.43 -0.34
0.01 0.01 -0.03
0.07 -0.06 0.09
-0.14 -0.05 -0.12
-0.02 0.04 0.13
0.12 0.08 -0.12
0.09 -0.06 0.02
0.07 0.13 -0.02
-0.15 0.02 0.14
-0.08 0.06 0.11
0.30 -0.25 0.26
0.07 0.11 -0.02
0.13 0.15 -0.06
-0.11 -0.27 -0.09
-0.42 0.22 -0.03
-0.04 -0.04 -0.13
0.06 0.06 -0.07
0.07 0.02 0.01
0.01 -0.09 -0.10
0.00 0.05 -0.07
-0.10 -0.03 0.03
-0.03 0.03 0.04
0.04 -0.08 0.06
0.07 -0.08 0.01
0.14 -0.01 -0.05
-0.03 0.03 -0.06
-0.03 -0.08 -0.05
0.08 0.07 -0.03
-0.04 0.14 -0.01
-0.05 0.01 0.12
-0.03 -0.01 0.11
-0.02 -0.01 -0.09
0.04 0.00 0.13
0.02 0.08 0.06
-0.11 -0.01 -0.02
-0.06 -0.03 -0.03
-0.03 -0.10 -0.07
0.13 0.02 -0.02
-0.03 -0.01 0.01
0.01 0.00 -0.02
0.01 0.00 0.01
0.00 -0.02 0.00
0.00 0.07 -0.04
0.01 0.01 -0.05
0.01 -0.10 0.07
-0.02 0.00 0.02
0.00 0.01 0.02
0.00 -0.02 -0.03
0.03 0.00 0.00
-0.01 0.01 0.00
0.01 0.00 0.00
-0.01 -0.01 -0.01
0.01 0.01 0.03

HOMO-LUMO gap: 4.6 eV
charge: -2
E_tot: -2283.48540 Ha